# C5H11NO

A 2-piece molecular cluster, C5H11NO overall at a distorted geometry (ωB97M-V with the def2-TZVPD basis set, the OMol25 dataset).

```
18
Properties=species:S:1:pos:R:3:forces:R:3
C 0.619964 -2.246585 2.384054 0.494 1.226 0.096
N 0.772773 -1.089019 1.806398 -0.309 -2.006 1.476
C 0.210739 -0.649016 0.564463 -0.016 0.706 -0.789
C -0.095798 0.662909 0.441477 0.628 -0.116 3.556
C -0.561444 1.469587 -0.717486 -0.233 -2.371 -1.549
C -0.793519 2.938151 -0.419771 -0.221 2.181 0.384
H 1.039308 -2.599718 3.418608 -0.204 1.671 -1.847
H 0.033845 -3.069712 2.017115 -0.515 -0.242 -0.877
H 0.114537 -1.249032 -0.372448 0.045 -0.136 1.199
H 0.010558 1.213869 1.460436 -0.056 -0.717 -1.834
H 0.228669 1.154996 -1.533426 -1.737 1.263 1.012
H -1.575001 1.026582 -1.014598 1.471 0.465 -0.082
H -0.394701 3.248996 0.623366 -0.818 -0.638 -1.608
H -1.936525 3.178735 -0.481550 2.222 -0.254 0.228
H -0.243491 3.636645 -1.133988 -0.872 -0.954 0.741
O 0.489259 -2.569150 -2.274247 0.927 -0.628 -2.038
H 1.117544 -2.225096 -1.615428 0.133 -0.382 -0.896
H 0.963279 -2.833149 -3.152978 -0.939 0.932 2.828
```
Forces are in eV/Å.

ΔE to the lowest compared entry with this formula, charge and spin, kcal/mol: 83.67
E_LUMO, eV: 0.795
Structure (SMILES): C=N/C=C/CC.O
Frontier orbital gap, hartree: 0.3433
DFT total energy, eV: -8898.06915